8
Properties=species:S:1:pos:R:3:nbo_charge:R:1 method="wB97M-V/def2-TZVPD" e_above_lowest_kj_mol=36.6 e_homo_ev=-5.29 gap_ev=8.07 multiplicity=1 e_tot_ha=-920.86901 charge=-1
N 1.4776 0.1485 -0.1744 -1.142
O -0.2316 1.5717 1.1022 -1.156
O -0.5764 -0.9434 0.4452 -1.047
O -0.7692 0.9861 -1.4073 -1.146
P -0.1495 0.6989 -0.0841 2.407
I -2.4444 -1.3901 0.4053 0.371
H 1.4475 -0.5001 0.5695 0.364
H 1.2460 -0.5716 -0.8564 0.349



5
Properties=species:S:1:pos:R:3:nbo_charge:R:1 method="wB97M-V/def2-TZVPD" e_above_lowest_kj_mol=24.1 smiles=NSI e_homo_ev=-8.83 gap_ev=8.00 multiplicity=1 e_tot_ha=-751.81853
N -0.9080 -0.0014 -0.0374 -0.950
S 0.3343 1.1570 -0.0422 0.247
I 2.4177 -0.2210 -0.0358 -0.071
H -1.2148 -0.2006 0.8366 0.375
H -0.6292 -0.7340 -0.7212 0.397



4
Properties=species:S:1:pos:R:3:nbo_charge:R:1 method="wB97M-V/def2-TZVPD" e_above_lowest_kj_mol=2.0 e_homo_ev=-3.56 gap_ev=7.54 multiplicity=1 e_tot_ha=-374.23202 charge=-1
I -1.3772 1.9016 -0.8473 -0.985
O 0.8085 -0.7220 0.4330 -0.978
H 0.5619 0.0641 -0.0542 0.500
H 0.0068 -1.2437 0.4686 0.462



7
Properties=species:S:1:pos:R:3:nbo_charge:R:1 method="wB97M-V/def2-TZVPD" e_above_lowest_kj_mol=92.4 smiles="OP(O)(=S)I" e_homo_ev=-9.48 gap_ev=7.52 multiplicity=1 e_tot_ha=-1188.96614
O -0.6327 0.0250 1.5312 -0.954
O -0.6029 -0.6023 -0.9280 -1.026
P 0.0794 0.4530 0.0676 1.600
S -0.1867 2.3221 -0.3440 -0.436
I 2.8164 -0.5737 0.1231 -0.249
H -1.0039 -0.9256 1.4324 0.517
H -0.4697 -0.6984 -1.8822 0.548



5
Properties=species:S:1:pos:R:3:nbo_charge:R:1 method="wB97M-V/def2-TZVPD" e_above_lowest_kj_mol=65.4 e_homo_ev=-10.03 gap_ev=8.66 multiplicity=1 e_tot_ha=-715.47239
O 0.4293 -1.3462 0.4645 -0.975
P 0.5718 -0.5174 -0.7053 1.225
I 1.4210 -1.9763 -2.5190 -0.249
H -0.9376 1.6648 1.4899 -0.005
H -1.4844 2.1751 1.2700 0.005



5
Properties=species:S:1:pos:R:3:nbo_charge:R:1 method="wB97M-V/def2-TZVPD" e_above_lowest_kj_mol=123.8 smiles=OPI e_homo_ev=-9.55 gap_ev=9.22 multiplicity=1 e_tot_ha=-715.45018
O 0.1335 1.1423 -0.8163 -0.928
P -0.6683 -0.6226 -0.0831 0.591
I 0.5031 -0.7673 2.0225 -0.087
H 0.0012 1.7618 -0.1510 0.456
H 0.0305 -1.5142 -0.9721 -0.032



4
Properties=species:S:1:pos:R:3:mulliken_charge:R:1 method="wB97M-V/def2-TZVPD" e_above_lowest_kj_mol=151.9 e_homo_ev=-18.05 gap_ev=13.61 multiplicity=1 e_tot_ha=-676.12590 charge=+1
O -0.1712 -0.2300 0.2677 -0.683
H -0.4049 0.2417 -0.5636 0.394
H -1.0359 -0.4144 0.6997 0.331
K 1.6120 0.4027 -0.4039 0.959



4
Properties=species:S:1:pos:R:3:nbo_charge:R:1 method="wB97M-V/def2-TZVPD" e_above_lowest_kj_mol=65.3 e_homo_ev=-19.39 gap_ev=14.45 multiplicity=1 e_tot_ha=-83.73909 charge=+1
O 0.3106 -2.0452 -0.2824 -1.065
H -0.2652 -2.7605 0.0713 0.538
H 0.8126 -2.4701 -1.0144 0.540
Li 0.0880 -0.5878 -0.0822 0.987



4
Properties=species:S:1:pos:R:3:nbo_charge:R:1 method="wB97M-V/def2-TZVPD" e_above_lowest_kj_mol=0.0 e_homo_ev=-18.42 gap_ev=13.46 multiplicity=1 e_tot_ha=-83.76396 charge=+1
O 1.5999 1.6607 1.6484 -1.054
H 2.0920 2.2364 2.2766 0.531
H 1.4563 0.8214 2.1416 0.531
Li 1.0686 2.0625 -0.0611 0.992



5
Properties=species:S:1:pos:R:3:nbo_charge:R:1 method="wB97M-V/def2-TZVPD" e_above_lowest_kj_mol=8.4 smiles=N#N.O e_homo_ev=-11.48 gap_ev=12.62 multiplicity=1 e_tot_ha=-185.98301
H -1.1988 -1.2751 -1.0537 0.478
H -0.5873 0.1043 -0.4836 0.474
N 1.3136 1.1126 1.8449 0.015
N 1.3193 0.4429 0.9605 -0.015
O -0.8469 -0.3846 -1.2681 -0.952